(1)
The following is a quantum chemistry calculation of a structure of composition C17H14BeBrN2O2S3, from the OMol25 dataset.

```
40
Properties=species:S:1:pos:R:3
Be 1.0424 -0.2925 -0.2222
O -1.5224 -3.1139 -0.8747
C -0.7353 -3.9448 -1.6062
C -1.2746 -4.9975 -2.3352
C -0.4524 -5.8407 -3.0715
C 0.9163 -5.6385 -3.0788
C 1.4464 -4.5859 -2.3393
C 0.6478 -3.7303 -1.6003
C 1.2690 -2.5723 -0.8398
O 0.8647 -1.3719 -1.3166
N 0.8953 -2.6965 0.6136
N 0.4706 -1.5194 1.1322
C 0.2138 -1.4142 2.3715
C -0.4072 -0.2119 2.9516
Br -2.0833 0.2655 2.1839
C 0.0075 0.4241 4.0415
C 1.2530 0.1042 4.7621
C 1.2418 0.0768 6.1581
C 2.3878 -0.2421 6.8680
C 3.5689 -0.5207 6.1914
C 3.5948 -0.4668 4.8055
C 2.4468 -0.1541 4.0910
H -2.4441 -3.3641 -0.9930
H -2.3488 -5.1546 -2.3259
H -0.8908 -6.6543 -3.6361
H 1.5658 -6.2868 -3.6523
H 2.5167 -4.4103 -2.3401
H 2.3678 -2.6995 -0.8896
H 1.5682 -3.1821 1.1935
H 0.3930 -2.2489 3.0519
H -0.6141 1.2097 4.4542
H 0.3223 0.3026 6.6864
H 2.3624 -0.2662 7.9506
H 4.4685 -0.7581 6.7458
H 4.5159 -0.6432 4.2646
H 2.5016 -0.0641 3.0117
S 2.6856 2.9167 1.7852
C 2.1041 1.6925 0.8431
S 2.9714 0.2127 0.4967
S 0.5306 1.6795 0.0871
```

Total charge = -1
HOMO-LUMO gap = 6.7 eV
DFT total energy = -127885.199 eV
HOMO = -4.14 eV
Lowest unoccupied orbital energy = 2.6 eV

---

(2)
The following is a quantum chemistry calculation of the molecule C7H7F2IO, from the OMol25 dataset.

```
18
Properties=species:S:1:pos:R:3
C 0.0539 -0.3709 -1.7369
C 0.9492 -1.7560 0.1415
C -0.2963 0.7056 -1.0273
C 0.6192 -0.9492 1.0985
C 1.1129 -1.3171 -1.3033
C 0.3297 1.0578 0.2299
C -1.6435 1.3263 1.4030
O -0.4102 1.8048 1.1417
F -1.7988 1.1271 2.7290
F -2.5856 2.2246 1.0580
I 2.3177 1.7884 0.2188
H -0.4851 -0.6100 -2.6379
H 1.1580 -2.8056 0.3134
H -1.1232 1.3327 -1.3393
H 0.4472 -0.9165 2.1466
H 1.1306 -2.1904 -1.9537
H 2.0912 -0.8275 -1.3662
H -1.8669 0.3758 0.8843
```

Relative energy (zero: lowest compared OMol25 entry of this formula, charge and spin) = 149.76 kJ/mol
HOMO-LUMO gap = 8.9 eV
DFT total energy = -22952.188 eV
HOMO = -8.67 eV
Lowest unoccupied orbital energy = 0.2 eV

---

(3)
The following is a quantum chemistry calculation of a cluster of 2 separate species, C4H8O2 in total, from the OMol25 dataset.

```
14
Properties=species:S:1:pos:R:3
C -0.5493 -0.2841 -2.0071
O -0.6243 -0.9674 -0.7667
C 0.1904 -0.3494 0.1853
C -0.4666 0.9725 0.6743
O -0.5932 0.4943 1.9068
C -0.0570 -0.8239 1.6175
H -0.7514 0.7889 -1.8902
H 0.4456 -0.4090 -2.4605
H -1.3051 -0.7268 -2.6573
H 1.2456 -0.3212 -0.1287
H 0.8830 2.2015 0.6932
H 1.6077 2.0444 0.8641
H -0.8377 -1.5764 1.7245
H 0.8123 -1.0434 2.2446
```

Relative energy (zero: lowest compared OMol25 entry of this formula, charge and spin) = 575.43 kJ/mol
HOMO-LUMO gap = 9.1 eV
DFT total energy = -8367.318 eV
HOMO = -8.58 eV
Lowest unoccupied orbital energy = 0.6 eV

---

(4)
The following is a quantum chemistry calculation of a structure of composition C19H14F6N4O8PdS2, from the OMol25 dataset.

```
54
Properties=species:S:1:pos:R:3
Pd -0.0518 -0.0257 -0.3403
F 4.1246 2.0613 1.5613
C 4.0727 0.7520 1.7831
F 4.0685 0.5166 3.0899
F 5.1257 0.1569 1.2350
S 2.5313 0.1533 0.9929
O 2.7420 0.1862 -0.4294
O 1.4561 0.9782 1.5207
N 2.4669 -1.3468 1.5632
S 1.1862 -2.1288 1.0999
O -0.0469 -1.6764 1.7245
O 1.1000 -2.2973 -0.3572
C 1.4853 -3.7857 1.8029
F 0.4282 -4.5411 1.5008
F 1.6103 -3.7077 3.1215
F 2.5772 -4.3327 1.2822
O 0.8043 3.7885 -0.2278
C 0.1917 2.7640 -0.3756
O 0.5783 1.7484 -1.1323
C -1.1742 2.5441 0.1868
C -1.9117 3.4521 0.9145
C -3.1952 3.0955 1.3118
C -3.7473 1.8945 0.8781
C -5.0456 1.3383 1.3328
C -5.5178 0.1511 0.9460
C -4.8770 -0.6769 -0.1328
C -3.4717 -0.1652 -0.4988
C -2.9668 1.0991 0.0568
N -1.6884 1.3658 -0.1877
H -1.4539 4.3933 1.1850
H -3.7690 3.7533 1.9550
H -5.5937 1.9148 2.0694
H -6.4502 -0.2080 1.3684
H -5.5672 -0.7486 -0.9758
H -3.2670 -0.2120 -1.5681
O -2.9568 -4.4201 -5.8798
C -2.7607 -5.3216 -4.7991
N -2.5307 -4.5209 -3.6275
C -3.4182 -4.5179 -2.5887
O -4.3412 -5.3038 -2.5034
C -3.2168 -3.4532 -1.5462
C -4.2809 -3.1040 -0.8222
C -4.2105 -2.0610 0.2426
C -2.8426 -1.3492 0.2153
N -1.7176 -1.8202 -0.5553
C -1.9005 -2.7877 -1.3508
H -2.8861 -4.9152 -6.7020
H -1.9012 -5.9666 -4.9929
H -3.6405 -5.9303 -4.6029
H -1.9218 -3.7290 -3.7508
H -5.2136 -3.6286 -1.0041
H -4.5199 -2.4817 1.2008
H -2.4849 -1.0887 1.2105
H -1.0336 -3.1270 -1.9147
```

Relative energy (zero: lowest compared OMol25 entry of this formula, charge and spin) = 425.21 kJ/mol
HOMO-LUMO gap (alpha / beta) = 7.3 / 7.5 eV
DFT total energy = -83722.013 eV
HOMO (alpha / beta) = -9.54 / -9.53 eV
Lowest unoccupied orbital energy (alpha / beta) = -2.2 / -2.1 eV

---

(5)
The following is a quantum chemistry calculation of a cluster of 2 separate species, CH8NO in total, from the OMol25 dataset.

```
11
Properties=species:S:1:pos:R:3
C -0.1118 0.2537 0.8036
O -0.5514 1.2202 1.7081
H 0.6822 0.6155 0.1287
H 0.3307 -0.5368 1.4072
H -0.9303 -0.1112 0.1593
H -0.8097 1.9997 1.2067
N 0.5298 -1.2045 -1.9574
H 0.0558 -1.0604 -1.0499
H 1.3524 -0.6017 -1.9135
H 0.8399 -2.1786 -1.9673
H -0.0683 -1.0372 -2.7648
```

Total charge = +1
Relative energy (zero: lowest compared OMol25 entry of this formula, charge and spin) = 136.38 kJ/mol
HOMO-LUMO gap = 9.9 eV
DFT total energy = -4696.631 eV
HOMO = -14.46 eV
Lowest unoccupied orbital energy = -4.5 eV

---

(6)
The following is a quantum chemistry calculation of a structure of composition C5H6N2, from the OMol25 dataset.

```
13
Properties=species:S:1:pos:R:3
N -1.2068 0.7918 -1.3977
C -1.9273 0.1132 -0.6280
C -0.7412 -0.6093 -1.0301
C 0.4163 -0.7257 -0.0582
C 1.2936 0.5448 0.1356
C 0.6795 0.4583 1.5009
N -0.0324 -0.6004 1.3635
H -0.7988 -1.3492 -1.8280
H 0.9740 -1.6520 -0.2291
H 2.3772 0.4013 0.0833
H 0.9974 1.4052 -0.4735
H 0.7495 1.0693 2.4030
H -2.8353 0.2098 -0.0459
```

Relative energy (zero: lowest compared OMol25 entry of this formula, charge and spin) = 333.32 kJ/mol
HOMO-LUMO gap = 11.0 eV
DFT total energy = -8258.904 eV
HOMO = -9.78 eV
Lowest unoccupied orbital energy = 1.2 eV

---

(7)
The following is a quantum chemistry calculation of a structure of composition C26H58IrP4Se, from the OMol25 dataset.

```
90
Properties=species:S:1:pos:R:3
Ir 0.0000 0.0000 0.0000
P -1.1863 -0.6100 1.8588
P 1.2388 -1.8675 -0.5406
P -1.6483 -0.6432 -1.4938
H 1.1233 2.2698 -1.3196
C 0.1667 1.7439 -1.3000
C -0.7532 2.0179 -0.2052
H -0.4545 2.7243 0.5643
C -0.6614 -0.0890 3.5606
C -1.5842 -2.3757 2.2818
C -2.8993 0.0984 1.9326
C 2.3280 -1.8431 -2.0509
C 2.4878 -2.5530 0.6553
C 0.4164 -3.5040 -0.8691
C -2.9540 0.5860 -1.9526
C -2.7771 -2.0807 -1.1882
C -1.0883 -1.0555 -3.2089
H -0.2362 1.6572 -2.3109
H -1.8131 2.1128 -0.4241
H -0.4478 0.9840 3.5656
H 0.2437 -0.6270 3.8522
H -1.4479 -0.2992 4.2953
H -0.6491 -2.9112 2.4750
H -2.0817 -2.8584 1.4371
H -2.2285 -2.4533 3.1669
H -2.8218 1.1882 1.8848
H -3.4261 -0.1918 2.8499
H -3.4831 -0.2320 1.0697
H 2.8635 -2.7906 -2.1911
H 3.0514 -1.0292 -1.9634
H 1.7151 -1.6419 -2.9329
H 2.9585 -3.4566 0.2508
H 1.9844 -2.8034 1.5942
H 3.2706 -1.8228 0.8709
H 1.1658 -4.2800 -1.0631
H -0.2469 -3.4439 -1.7347
H -0.1782 -3.7927 0.0021
H -3.6192 0.1479 -2.7043
H -2.4983 1.4900 -2.3638
H -3.5397 0.8627 -1.0724
H -3.4077 -2.2671 -2.0648
H -3.4231 -1.8611 -0.3341
H -2.2063 -2.9817 -0.9609
H -1.9414 -1.2081 -3.8798
H -0.4780 -1.9609 -3.2048
H -0.4736 -0.2316 -3.5806
C 2.7161 2.3667 -5.4813
C 2.0216 3.2194 -4.6170
C 1.7136 4.5171 -5.0238
C 2.0923 4.9735 -6.2866
C 2.7849 4.1191 -7.1453
C 3.0981 2.8200 -6.7491
Se 3.1781 0.5656 -4.9961
H 2.5675 0.6427 -3.6585
H 1.7212 2.8762 -3.6314
H 1.1739 5.1723 -4.3457
H 1.8500 5.9849 -6.5985
H 3.0856 4.4620 -8.1314
H 3.6378 2.1636 -7.4262
C 1.1462 3.8506 2.5311
C 1.8845 2.5991 3.0526
C 1.3877 2.3961 4.5058
P 1.8179 1.1438 1.7825
C 2.8777 2.1313 0.5333
C 4.0709 3.0417 0.9516
C 3.4446 1.1501 -0.4722
C 3.1006 0.0648 2.8072
C 4.2154 0.7707 3.6345
C 2.5823 -1.0324 3.7549
H 1.3109 4.7032 3.2252
H 0.0585 3.6507 2.4954
H 1.4765 4.1958 1.5441
H 2.9415 2.8600 3.1998
H 0.2961 2.4845 4.6336
H 1.7507 1.4810 4.9882
H 1.7640 3.2455 5.1228
H 2.2480 2.8867 0.0866
H 4.9390 2.5093 1.3561
H 4.4705 3.5437 0.0418
H 3.7908 3.8918 1.5996
H 2.5909 0.6149 -0.8787
H 3.9863 1.6584 -1.2974
H 4.1533 0.4476 0.0190
H 3.7231 -0.4076 2.0692
H 3.8510 1.3060 4.5272
H 4.9377 0.0177 4.0248
H 4.8387 1.4458 3.0555
H 2.1561 -0.6144 4.6860
H 1.8715 -1.7105 3.2832
H 3.4192 -1.6833 4.0932
```

Total charge = +3
Relative energy (zero: lowest compared OMol25 entry of this formula, charge and spin) = 287.35 kJ/mol
Spin multiplicity = 5
HOMO-LUMO gap (alpha / beta) = 6.2 / 5.3 eV
DFT total energy = -133214.602 eV
HOMO (alpha / beta) = -13.62 / -17.05 eV
<S²> = 6.03
Lowest unoccupied orbital energy (alpha / beta) = -7.5 / -11.8 eV